(1)
DFT (ωB97M-V/def2-TZVPD) results for a molecular structure, C20H21F5N6O4SV.

The geometry in ORCA input format:
```
! RIJCOSX wB97M-V def2-TZVPD def2/J DEFGRID3
* xyz 2 2
V 0.8960 0.2860 -0.3154
C -2.9376 -1.5658 -1.3935
C -3.1855 -2.1161 0.0055
C -1.9347 -2.6524 0.7791
C -2.4175 -3.2817 2.1012
C -1.2794 -3.7184 3.0131
C -1.2964 -3.6983 -0.1182
O -1.6308 -4.8367 -0.1770
N -0.2964 -3.2066 -0.9894
C 0.2059 -1.9660 -0.9257
O 1.0373 -1.4778 -1.6907
N -0.1606 -1.1245 0.0819
C -1.0562 -1.4617 1.0506
O -1.1339 -0.7690 2.0520
H -3.8772 -1.1727 -1.7732
H -2.6132 -2.3412 -2.0839
H -2.2129 -0.7439 -1.4040
H -3.8786 -2.9557 -0.0688
H -3.6455 -1.3452 0.6262
H -3.0290 -4.1498 1.8580
H -3.0424 -2.5510 2.6146
H -0.7434 -4.5645 2.5950
H -1.6876 -4.0207 3.9719
H -0.5711 -2.9110 3.1880
H 0.0854 -3.8559 -1.6747
N -0.5319 5.2258 -5.2239
C -0.1649 3.9489 -5.3387
O -0.0164 3.3744 -6.3921
C 0.0665 3.1661 -4.0519
C 0.6344 1.9017 -4.1978
C 0.8586 1.1169 -3.0809
N 0.5528 1.5303 -1.8511
C 0.0023 2.7352 -1.6997
C -0.2647 3.5814 -2.7659
H -0.6733 5.7462 -6.0779
H -0.5890 5.7245 -4.3549
H 0.8851 1.5482 -5.1884
H 1.2885 0.1252 -3.1913
H -0.2458 3.0458 -0.6904
H -0.7329 4.5311 -2.5593
S 0.1429 1.5458 1.3295
C 0.9758 1.4299 2.8546
N 0.6052 0.4581 3.7134
C 1.2526 0.2932 4.8724
C 2.2643 1.1707 5.2042
C 2.5212 2.2152 4.3079
N 1.8919 2.3192 3.1515
H -0.1792 -0.1406 3.4071
H 0.9438 -0.5234 5.5100
H 2.8195 1.0683 6.1239
H 3.2465 2.9897 4.5183
F 2.9354 -1.5363 0.1993
C 2.6156 -0.2532 0.4638
F 2.8131 -0.0834 1.8051
C 3.4838 0.7175 -0.3208
F 4.7492 0.8044 -0.0113
F 2.9142 1.9582 -0.1533
F 3.3402 0.4657 -1.6342
*
```

Its energy relative to the best compared isomer or geometry (same formula, charge and spin) is 16.6 kcal per mole. The LUMO energy (spin up / spin down) is -8.72 / -7.38 eV.

Atom charges from the Mulliken analysis, given in e for atoms 1 to 6: atom 1 (V): 0.026, atom 2 (C): -1.175, atom 3 (C): -1.179, atom 4 (C): 2.149, atom 5 (C): -1.141, atom 6 (C): -1.199

=====

(2)
DFT (ωB97M-V/def2-TZVPD) results for a molecular structure, C20H21F6N5O5S8SbZr.

The geometry in ORCA input format:
```
! RIJCOSX wB97M-V def2-TZVPD def2/J DEFGRID3
* xyz -1 1
Zr -1.1724 0.4687 -0.9892
N -1.0691 2.2246 0.7170
C -1.5087 1.7894 2.0484
C -2.8295 1.0788 1.8463
N -2.6846 0.0392 0.8198
H -0.1622 2.6720 0.7515
H -1.7214 2.9028 0.3254
H -1.6119 2.6233 2.7490
H -0.7619 1.0954 2.4329
H -3.5795 1.7856 1.4797
H -3.2049 0.6609 2.7834
H -3.6042 -0.2406 0.4613
H -2.3206 -0.8218 1.2194
S -4.7683 -2.1411 -0.2647
Sb -3.7636 -1.4814 -2.1959
S -3.7927 1.0828 -1.7967
S -1.3856 -1.8270 -1.8613
S -4.5750 -2.0170 -4.1857
N 6.1059 2.0928 -0.3683
C 5.1963 2.8545 -0.9988
S 5.5686 4.2662 -1.7324
C 3.7937 2.2971 -0.9707
C 2.7147 3.1300 -1.2356
C 1.4348 2.6087 -1.1856
N 1.1747 1.3350 -0.8635
C 2.2137 0.5262 -0.6416
C 3.5267 0.9637 -0.6912
H 7.0596 2.4106 -0.3412
H 5.8495 1.2841 0.1687
H 2.8732 4.1672 -1.4887
H 0.5781 3.2258 -1.4233
H 1.9801 -0.5020 -0.4050
H 4.2971 0.2211 -0.5335
C 2.3239 -7.1678 2.5219
C 1.9512 -7.5108 3.9396
O 2.2539 -8.5598 4.4476
S 1.0701 -6.3460 4.9747
C 0.8401 -4.9149 3.9548
C -0.2644 -4.8201 3.1111
C -0.4508 -3.7019 2.3199
C 0.4626 -2.6419 2.3727
C 1.5587 -2.7329 3.2323
C 1.7440 -3.8585 4.0148
C 0.2340 -1.5002 1.5373
C -0.0781 -0.6525 0.7183
H 1.9246 -7.9543 1.8820
H 3.4115 -7.2067 2.4547
H 1.9688 -6.2008 2.1838
H -0.9764 -5.6346 3.0688
H -1.2957 -3.6355 1.6462
H 2.2624 -1.9124 3.2813
H 2.5978 -3.9293 4.6767
F 0.3507 2.9619 -3.8418
C -0.4244 1.8916 -4.0186
F 0.2017 0.8818 -3.2900
F -0.3482 1.5482 -5.2948
S -2.1708 1.8685 -3.2731
O -1.4060 2.3439 -1.9199
O -2.2117 0.4812 -3.7809
N -2.9073 3.0029 -4.0342
S -2.7268 4.5643 -3.9224
O -3.5543 5.1673 -4.9191
O -1.3850 5.0279 -3.7440
C -3.5471 5.0011 -2.2955
F -4.2944 6.0968 -2.4297
F -2.6359 5.2493 -1.3451
F -4.3297 4.0182 -1.8592
*
```

Its energy relative to the best compared isomer or geometry (same formula, charge and spin) is 108.0 kcal per mole. The LUMO energy is 0.48 eV.

Atom charges from the Mulliken analysis, given in e for atoms 1 to 6: atom 1 (Zr): -0.112, atom 2 (N): -0.254, atom 3 (C): -0.614, atom 4 (C): -0.753, atom 5 (N): 0.102, atom 6 (H): 0.234

=====

(3)
DFT (ωB97M-V/def2-TZVPD) results for a molecular structure, C20H21IN3NdO7.

The geometry in ORCA input format:
```
! RIJCOSX wB97M-V def2-TZVPD def2/J DEFGRID3
* xyz 0 4
Nd 0.8114 0.7686 -0.4372
O 1.4160 3.3093 -0.9943
C 2.0852 3.9505 0.1356
C 3.2943 3.1984 0.6453
N 3.1693 1.7301 0.7038
C 4.1830 1.0305 -0.0803
C 3.8529 1.3290 -1.5399
O 4.5385 2.0841 -2.1993
O 2.6938 0.8463 -1.9085
C 2.9837 1.2018 2.0797
C 1.4940 1.6030 2.3876
O 1.2743 2.6118 3.0237
O 0.5995 0.8532 1.7859
H 1.9946 3.2257 -1.7536
H 1.3010 3.8344 0.9042
H 2.2281 4.9508 -0.1502
H 3.4081 3.5798 1.6856
H 4.1381 3.3868 -0.0168
H 4.1376 -0.0757 0.0414
H 5.1845 1.2787 0.2101
H 3.6455 1.7035 2.7837
H 3.0315 0.0709 2.0541
C 2.3635 -3.8251 0.0457
C 0.8471 -3.7896 -0.2248
N 0.1451 -4.8804 0.0700
C -1.1932 -4.9441 -0.1555
C -1.8940 -3.7915 -0.3984
C -3.3546 -3.7978 -0.2976
O -3.7411 -3.1594 0.9829
C -1.1943 -2.5641 -0.6041
C -2.0213 -1.3755 -0.9068
N -1.7049 -0.1361 -0.6260
C -2.8183 0.8001 -0.6077
C -3.8675 0.4700 0.2606
C -4.9160 1.3605 0.5121
C -4.8784 2.5882 -0.1661
C -3.8569 2.8766 -1.0837
C -2.8139 1.9762 -1.2750
I -1.3104 2.4010 -2.7036
C 0.1592 -2.5802 -0.5424
O 0.8453 -1.4677 -0.7526
H 2.8639 -4.6733 -0.3600
H 2.4903 -3.7578 1.0949
H 2.7105 -2.8673 -0.4946
H -1.6931 -5.8841 -0.1948
H -3.7674 -4.8083 -0.3811
H -3.8012 -3.2242 -1.1204
H -3.1616 -3.6049 1.6310
H -3.0042 -1.5099 -1.2381
H -3.7725 -0.4942 0.7057
H -5.6397 1.0382 1.2233
H -5.6016 3.3589 -0.0608
H -3.8838 3.7943 -1.6925
*
```

The LUMO energy (spin up / spin down) is -0.65 / -0.64 eV.

Atom charges from the Mulliken analysis, given in e for atoms 1 to 6: atom 1 (Nd): 1.516, atom 2 (O): -0.403, atom 3 (C): -0.707, atom 4 (C): -0.820, atom 5 (N): 0.113, atom 6 (C): -0.565

=====

(4)
DFT (ωB97M-V/def2-TZVPD) results for C20H21N3O3 in the gas phase.

The geometry in ORCA input format:
```
! RIJCOSX wB97M-V def2-TZVPD def2/J DEFGRID3
* xyz 0 1
C 2.9979 1.2905 4.8512
O 1.7610 1.8320 4.3714
C 1.1324 1.1732 3.3600
C -0.2115 0.8851 3.5528
C -1.0030 0.1488 2.6284
C -0.4009 -0.2488 1.4113
C 0.9311 0.0779 1.1706
C 1.6808 0.7859 2.1071
O 2.9825 1.1630 1.8206
C 3.2578 1.5313 0.4450
C -1.1643 -0.9702 0.3278
C -0.9378 -0.6906 -1.0615
C -0.8781 -1.7632 -1.9528
C -0.5987 -1.5898 -3.2945
C -0.4224 -0.2953 -3.8261
N -0.3738 -0.2032 -5.2305
C 0.2618 0.7714 -5.9548
C 0.0321 0.8350 -7.4609
O 0.9268 1.6765 -5.4451
C -0.4818 0.7697 -2.9124
C -0.6683 0.5907 -1.5396
N -2.0569 -1.9356 0.5769
N -2.3564 -2.4249 1.8226
C -2.4590 -1.7171 2.9135
C -2.7367 -2.4878 4.1417
C -2.4140 -0.2345 2.9219
H 3.0490 0.2429 4.5791
H 3.8580 1.8224 4.4196
H 3.0270 1.3544 5.9298
H -0.6513 1.1779 4.5148
H 1.3635 -0.2379 0.2257
H 4.1133 2.2202 0.4280
H 3.4717 0.6485 -0.1545
H 2.4197 2.0342 -0.0412
H -0.9892 -2.7564 -1.5721
H -0.5918 -2.4844 -3.9359
H -0.6056 -1.0266 -5.7311
H 0.4169 -0.0356 -7.9421
H 0.5393 1.7070 -7.8999
H -1.0484 0.8781 -7.7225
H -0.3043 1.7402 -3.3575
H -0.6672 1.4588 -0.8729
H -2.4148 -3.5334 3.9891
H -3.7940 -2.4928 4.3332
H -2.1932 -2.0593 4.9867
H -2.6925 0.1863 3.8737
H -3.1066 0.1854 2.2057
*
```

Its energy relative to the best compared isomer or geometry (same formula, charge and spin) is 114.5 kcal per mole. The LUMO energy is 0.29 eV. The SMILES is COc1cc2c(cc1OC)C(c1ccc(NC(C)=O)cc1)=NN=C(C)C2.

Atom charges from the Mulliken analysis, given in e for atoms 1 to 6: atom 1 (C): -0.728, atom 2 (O): -0.500, atom 3 (C): 0.350, atom 4 (C): -0.809, atom 5 (C): 0.715, atom 6 (C): 0.474

=====

(5)
DFT (ωB97M-V/def2-TZVPD) results for C20H21N3O3S in the gas phase.

The geometry in ORCA input format:
```
! RIJCOSX wB97M-V def2-TZVPD def2/J DEFGRID3
* xyz 0 1
O -3.6377 0.2969 2.1717
S -2.4201 -0.2726 1.6673
O -1.6030 -1.0574 2.5444
N -2.6966 -1.2038 0.3107
C -3.8627 -0.8594 -0.4793
C -3.6751 -1.2868 -1.9339
C -4.7709 -0.6659 -2.8095
C -6.0875 -0.5058 -2.0384
C -6.2317 -1.6079 -0.9948
C -5.1571 -1.4598 0.0890
C -1.4375 1.0303 0.9360
C -2.0103 2.2529 0.6456
C -1.2428 3.2337 0.0316
C 0.0808 2.9845 -0.2778
C 0.6524 1.7475 0.0301
C 2.0425 1.5087 -0.2820
N 2.8657 2.3273 -0.8715
N 4.0488 1.7122 -0.9548
C 3.9140 0.5346 -0.4124
C 4.9333 -0.4780 -0.2721
C 6.2156 -0.2285 -0.7619
C 7.1971 -1.1906 -0.6294
C 6.9104 -2.3994 -0.0124
C 5.6370 -2.6480 0.4749
C 4.6463 -1.6931 0.3482
O 2.6515 0.3430 0.0355
C -0.1197 0.7600 0.6393
H -2.6038 -2.1885 0.5094
H -3.9096 0.2327 -0.4359
H -3.7172 -2.3760 -1.9846
H -2.6889 -0.9771 -2.2812
H -4.9278 -1.3018 -3.6825
H -4.4448 0.3107 -3.1709
H -6.9274 -0.5339 -2.7345
H -6.1118 0.4605 -1.5324
H -7.2212 -1.5671 -0.5378
H -6.1387 -2.5765 -1.4897
H -4.9331 -2.4392 0.5195
H -5.5078 -0.8209 0.8998
H -3.0402 2.4220 0.9180
H -1.6789 4.1930 -0.2010
H 0.6981 3.7313 -0.7514
H 6.4131 0.7192 -1.2366
H 8.1904 -1.0006 -1.0071
H 7.6811 -3.1489 0.0894
H 5.4163 -3.5892 0.9559
H 3.6525 -1.8785 0.7273
H 0.2913 -0.2030 0.8964
*
```

Its energy relative to the best compared isomer or geometry (same formula, charge and spin) is 64.8 kcal per mole. The LUMO energy is -0.16 eV. The SMILES is O=S(=O)(NC1CCCCC1)c1cccc(-c2nnc(-c3ccccc3)o2)c1.

Atom charges from the Mulliken analysis, given in e for atoms 1 to 6: atom 1 (O): -0.665, atom 2 (S): 1.325, atom 3 (O): -0.741, atom 4 (N): -0.202, atom 5 (C): 0.490, atom 6 (C): -1.036